Entry 1:
{"formula": "C32H57F3N4O6S", "method": "ωB97M-V/def2-TZVPD", "e_homo_ha": [-0.369, -0.393], "e_lumo_ev": [-3.817, -3.817], "total_charge": 1, "homo_lumo_gap_ev": [6.2, 6.9], "spin_multiplicity": 2, "elements": ["C", "C", "N", "C", "N", "C", "C", "C", "C", "C", "O", "C", "C", "C", "C", "C", "C", "C", "F", "F", "F", "S", "C", "O", "O", "N", "C", "C", "C", "C", "C", "O", "C", "C", "O", "H", "H", "H", "H", "H", "H", "H", "H", "H", "H", "H", "H", "H", "H", "H", "H", "H", "H", "H", "H", "H", "H", "H", "H", "H", "H", "H", "H", "H", "H", "H", "H", "H", "H", "H", "H", "H", "H", "H", "C", "C", "C", "C", "C", "C", "N", "O", "C", "C", "C", "H", "H", "H", "H", "H", "H", "H", "H", "H", "H", "H", "H", "H", "H", "H", "H", "H", "H"], "positions_angstrom": [[-3.2414, 5.8133, 2.8020], [-3.1986, 4.6112, 2.5829], [-3.2913, 3.3009, 2.0047], [-2.2554, 2.7024, 1.4390], [-0.9292, 3.1773, 1.2879], [-0.7046, 4.5041, 0.6100], [-1.7443, 4.8811, -0.5034], [-1.5639, 6.3409, -1.1029], [-0.0892, 6.9042, -1.0483], [0.8530, 6.3300, -2.2166], [1.5460, 5.1327, -1.8498], [2.6455, 5.3748, -0.9568], [3.8635, 6.1488, -1.6026], [-0.3059, 2.2376, 0.2876], [-0.9850, 0.8436, 0.5622], [-1.2184, 0.0088, -0.7586], [0.0063, -0.8750, -1.2260], [0.9345, -0.1916, -2.2992], [2.2879, -0.1754, -1.8793], [0.5970, 1.1099, -2.6111], [0.9128, -0.9978, -3.4783], [0.0561, 0.1272, 1.9177], [-0.0216, 1.0587, 3.5034], [-0.2504, -1.2878, 2.2206], [1.4756, 0.1721, 1.4873], [-2.3626, 1.3676, 0.9056], [-2.9718, 0.3392, 1.8177], [-4.5819, 0.3244, 1.7673], [-5.0163, -1.1251, 2.2908], [-4.2393, -1.6112, 3.5782], [-4.3237, -0.6342, 4.8149], [-4.1160, -1.4003, 6.0469], [-2.7580, -1.6980, 6.2407], [-1.6727, -0.6614, 6.6965], [-2.3949, -2.8540, 6.0882], [-3.5986, 6.8480, 3.0281], [-4.2273, 2.8754, 2.0725], [-0.7468, 5.2978, 1.4212], [0.3495, 4.5091, 0.2246], [-2.8268, 4.8138, -0.1640], [-1.6830, 4.1676, -1.3877], [-2.2072, 7.0401, -0.4847], [-1.9288, 6.4290, -2.1622], [-0.1668, 8.0169, -1.2704], [0.4008, 6.8437, -0.0341], [1.5230, 7.1861, -2.5134], [0.1631, 6.1459, -3.0919], [3.0469, 4.3496, -0.6752], [2.3177, 5.8347, 0.0317], [4.6444, 6.2410, -0.7815], [4.3619, 5.5482, -2.4183], [3.6241, 7.1949, -1.9334], [-0.5271, 2.4180, -0.8009], [0.8102, 2.3394, 0.3300], [-2.0852, -0.7062, -0.6008], [-1.5873, 0.7323, -1.5475], [-0.4339, -1.7855, -1.7385], [0.6524, -1.2728, -0.3994], [0.8974, 1.7171, 3.5282], [-0.9267, 1.7094, 3.6269], [0.0822, 0.2994, 4.3235], [-2.7011, 0.5680, 2.8840], [-2.6673, -0.7038, 1.5036], [-4.9249, 1.0447, 2.5764], [-4.9810, 0.5658, 0.7474], [-6.1290, -1.2192, 2.4197], [-4.7326, -1.8366, 1.4511], [-4.7391, -2.5754, 3.9075], [-3.1582, -1.8739, 3.4075], [-3.5435, 0.1823, 4.8279], [-5.3450, -0.1597, 4.9477], [-1.6352, 0.2486, 6.0302], [-0.6669, -1.1781, 6.6959], [-1.8226, -0.2870, 7.7526], [4.8566, -5.2762, -3.9073], [3.8661, -6.3008, -3.2949], [2.7578, -6.5593, -4.3313], [1.8102, -5.3649, -4.4752], [1.2332, -4.9468, -3.1250], [2.2982, -4.7460, -2.0294], [3.3027, -5.8451, -1.9865], [2.7084, -6.8969, -1.4110], [3.0338, -3.4028, -2.2237], [1.5654, -4.5683, -0.6807], [4.7525, -7.5444, -3.0687], [5.5485, -5.7734, -4.5914], [4.3752, -4.5074, -4.5113], [5.4588, -4.7879, -3.1384], [2.1740, -7.4438, -4.0533], [3.2002, -6.7819, -5.3071], [2.3192, -4.5141, -4.9372], [0.9941, -5.6243, -5.1559], [0.6507, -4.0284, -3.2497], [0.5181, -5.7163, -2.8105], [3.8362, -3.2909, -1.4894], [2.3577, -2.5588, -2.0901], [3.4594, -3.2723, -3.2161], [0.8886, -5.3957, -0.4598], [0.9545, -3.6625, -0.6899], [2.2762, -4.4794, 0.1451], [5.5902, -7.2926, -2.4148], [5.1683, -7.8973, -4.0178], [4.2210, -8.3889, -2.6326]], "forces_ev_per_angstrom": [[-1.15, -1.37, 0.00], [-0.23, 0.74, -1.12], [0.40, 2.22, 1.40], [2.27, -2.45, -1.56], [-2.35, -0.45, -2.74], [-0.47, 2.51, 1.20], [-0.45, -0.33, -1.37], [0.45, 0.53, 1.21], [0.07, 0.62, -1.03], [-1.13, 1.14, 0.72], [0.02, 0.86, 0.13], [1.23, -0.58, 0.19], [0.32, -0.17, 0.92], [0.76, -1.31, -0.72], [-0.31, 2.93, -1.50], [0.34, -1.02, 0.51], [-0.31, -0.18, -0.90], [1.46, -1.16, -0.35], [-2.78, 0.24, -0.90], [0.45, -1.95, 0.21], [0.03, 2.19, 2.11], [3.72, -4.37, 1.16], [0.26, 1.02, 0.13], [-1.46, 2.19, -0.44], [-2.39, 1.52, -0.06], [1.15, 0.50, 2.91], [-2.89, -0.18, -0.09], [0.85, -0.61, 1.56], [0.75, -0.08, -0.95], [-0.66, -0.08, 0.58], [-0.35, -0.08, 0.41], [1.42, 0.93, -0.50], [1.11, -2.26, 0.03], [-0.10, 0.49, 0.17], [-0.85, 2.03, 0.30], [1.03, -1.43, -0.19], [0.84, -0.13, -0.22], [0.08, -0.85, -0.99], [-1.14, -0.16, 0.25], [1.37, -0.03, -0.04], [0.15, 0.60, 1.15], [0.66, -0.73, -0.68], [0.26, -0.38, 1.05], [0.03, -1.25, 0.33], [-0.59, -0.10, -1.04], [-0.27, -1.15, 0.23], [1.00, -0.24, 0.82], [-0.63, 1.08, -0.42], [0.25, -0.16, -1.25], [-0.90, -0.03, -0.92], [-0.85, 0.72, 0.71], [0.18, -1.11, 0.18], [-0.25, 0.64, 1.20], [-1.06, -0.58, 0.43], [1.05, 0.86, 0.09], [0.68, -0.76, 0.92], [0.63, 1.10, 0.49], [-0.65, 0.64, -0.66], [-1.07, -0.71, -0.24], [0.78, -0.79, -0.07], [-0.32, 0.48, -1.03], [0.10, -0.55, -1.07], [0.17, 1.48, 0.36], [0.00, -0.46, -1.19], [0.33, -0.19, 1.02], [1.11, 0.30, 0.01], [-0.45, 0.66, 0.96], [0.64, 1.13, -0.31], [-1.04, 0.30, -0.10], [-0.82, -0.61, -0.38], [1.17, -0.60, -0.32], [-0.10, -0.90, 0.67], [-1.33, 0.47, -0.25], [-0.23, -0.46, -1.18], [-0.05, 0.38, 0.03], [1.71, 0.07, -1.10], [-0.43, 0.01, 0.18], [0.04, 0.05, 0.00], [0.04, -0.52, -0.24], [-0.14, 2.13, 0.39], [-2.72, -2.42, 0.02], [1.23, 1.26, -0.18], [0.17, 0.08, -0.31], [0.15, -0.76, 0.15], [-0.40, -0.28, 0.21], [-0.13, -0.17, 0.17], [-0.04, 0.04, 0.16], [-0.06, -0.03, 0.00], [0.09, 0.05, 0.16], [0.19, 0.01, 0.17], [0.06, -0.06, 0.01], [0.05, 0.00, 0.05], [0.14, 0.07, 0.16], [0.18, -0.01, 0.17], [-0.04, -0.10, -0.06], [-0.08, -0.25, 0.08], [0.05, -0.08, 0.03], [0.21, -0.05, -0.04], [0.16, 0.02, -0.23], [-0.02, -0.03, -0.08], [-0.06, 0.02, 0.01], [-0.12, 0.27, 0.03], [-0.12, 0.17, 0.09]], "mulliken_charge": [-0.023, -0.559, 0.205, 0.096, 0.494, -0.398, 0.123, -0.925, -0.511, -0.387, -0.346, -0.082, -1.195, -2.163, 0.583, -1.053, -0.711, 0.942, -0.273, -0.241, -0.289, 1.668, -1.054, -0.697, -0.745, 0.394, -0.722, -0.851, -1.094, -0.244, -0.278, -0.379, 0.674, -0.724, -0.495, 0.386, 0.342, 0.431, -0.089, 0.233, 0.224, 0.292, 0.375, 0.433, 0.143, 0.179, 0.359, 0.223, 0.242, 0.369, 0.269, 0.357, 0.357, 0.527, 0.492, 0.598, 0.334, 0.381, 0.425, 0.240, 0.388, -0.062, 0.701, 0.364, 0.314, 0.428, 0.331, 0.484, 0.124, 0.134, 0.203, 0.071, 0.294, 0.342, -1.852, 1.711, -1.261, -0.614, -0.913, 1.934, 0.344, -0.552, -1.133, -1.758, -1.807, 0.482, 0.335, 0.365, 0.374, 0.362, 0.263, 0.449, 0.019, 0.488, 0.495, -0.305, 0.193, 0.404, 0.322, 0.452, 0.429, 0.410, 0.385]}



Entry 2:
{"formula": "C32H58ClFIN2O10P2", "method": "ωB97M-V/def2-TZVPD", "e_homo_ha": -0.414, "e_lumo_ev": -3.534, "total_charge": 1, "homo_lumo_gap_ev": 7.7, "elements": ["C", "C", "C", "F", "C", "C", "C", "C", "C", "O", "C", "O", "P", "N", "O", "C", "N", "P", "O", "I", "C", "C", "C", "C", "C", "C", "C", "C", "C", "C", "C", "O", "C", "C", "C", "O", "Cl", "H", "H", "H", "H", "H", "H", "H", "H", "H", "H", "H", "H", "H", "H", "H", "H", "H", "H", "H", "H", "H", "H", "H", "H", "H", "H", "H", "H", "H", "H", "H", "H", "H", "H", "H", "H", "H", "H", "H", "H", "H", "H", "H", "H", "H", "H", "O", "C", "O", "C", "C", "C", "H", "H", "H", "H", "H", "H", "O", "C", "O", "C", "C", "C", "H", "H", "H", "H", "H", "H"], "positions_angstrom": [[2.3641, -4.0509, 2.2471], [3.5418, -3.3603, 1.3457], [3.0597, -1.8678, 1.0519], [3.4266, -1.1350, 2.2750], [3.6047, -1.1686, -0.2846], [4.4351, -2.1094, -1.2857], [3.5258, -2.8287, -2.4418], [3.3839, -4.4251, -2.2318], [2.0274, -4.9199, -1.5421], [2.2936, -5.9618, -0.5342], [2.4642, -7.2323, -1.1534], [1.6362, -7.8110, -1.8847], [4.6197, -2.6622, -4.0347], [5.8360, -3.9321, -3.9612], [3.5759, -3.0502, -5.3445], [2.1799, -2.0612, -2.8023], [1.5685, -1.2445, -1.6610], [-0.0189, -0.7530, -2.3444], [-0.1654, 0.8988, -2.6802], [-1.5837, -1.1404, -0.4317], [2.4934, -0.2181, -1.0689], [1.8744, 0.6602, 0.1349], [1.3207, 2.1250, -0.1985], [-0.1425, 2.4611, 0.4446], [-0.9635, 3.4920, -0.4999], [-2.5303, 3.5876, -0.1600], [-3.4535, 3.0017, -1.3562], [-4.3206, 1.7681, -0.7994], [-5.1838, 1.0331, -1.9429], [-5.0022, -0.5637, -1.9821], [-5.4933, -1.2903, -0.6100], [-5.0094, -2.6532, -0.4992], [-4.4466, -2.9340, 0.8016], [3.2427, 0.6222, -2.2012], [4.0901, 1.8886, -1.7904], [3.9545, 2.9156, -2.5179], [5.2942, 2.0878, -0.4483], [1.4080, -3.9631, 1.5968], [2.5749, -5.1838, 2.3032], [2.2418, -3.5589, 3.2667], [3.6666, -4.0414, 0.4455], [4.5123, -3.4366, 1.9620], [1.9004, -1.9056, 1.0911], [4.3816, -0.3978, 0.1017], [5.1611, -1.3917, -1.8406], [5.1156, -2.8753, -0.7888], [3.4169, -4.9007, -3.2875], [4.3122, -4.8225, -1.6697], [1.3198, -5.3539, -2.3495], [1.4233, -4.1172, -0.9980], [3.4427, -7.7969, -0.9068], [6.7588, -3.5660, -3.6878], [5.9136, -4.4285, -4.8611], [3.6885, -2.3528, -6.0339], [1.3365, -2.8027, -3.0909], [2.3100, -1.4265, -3.7632], [1.3026, -1.9903, -0.9719], [-0.0100, 1.0602, -3.6483], [2.7564, 0.8374, 0.8646], [1.0440, 0.0783, 0.6906], [2.0081, 2.9100, 0.3099], [1.3766, 2.4307, -1.3142], [-0.7301, 1.5309, 0.7405], [0.0351, 3.0451, 1.4297], [-0.5168, 4.5338, -0.2549], [-0.7384, 3.3390, -1.6240], [-2.7358, 2.9977, 0.7958], [-2.8559, 4.6817, 0.0276], [-4.1330, 3.8032, -1.8219], [-2.7287, 2.5713, -2.1415], [-5.0202, 2.1717, 0.0410], [-3.6044, 1.0350, -0.2880], [-6.2990, 1.2490, -1.7703], [-4.8134, 1.4409, -2.9560], [-5.7142, -0.9479, -2.8079], [-3.9454, -0.8981, -2.2742], [-5.3144, -0.6430, 0.3189], [-6.6460, -1.3679, -0.7152], [-4.0059, -2.0076, 1.3310], [-5.1646, -3.4787, 1.5159], [-3.5582, -3.6479, 0.6331], [3.9345, 0.0025, -2.8964], [2.4170, 0.9931, -2.9253], [1.3633, 4.5459, 3.0989], [2.0754, 3.6681, 3.5133], [2.8908, 2.9134, 2.7262], [3.5065, 1.8966, 3.5162], [3.4490, 2.4039, 4.9381], [2.1665, 3.2094, 4.9436], [2.9463, 0.9669, 3.3812], [4.5336, 1.7426, 3.1794], [3.4696, 1.6059, 5.6821], [4.2995, 3.0656, 5.1304], [1.2973, 2.5886, 5.1742], [2.2260, 4.0574, 5.6254], [-6.1464, 1.9885, 2.1221], [-6.4189, 3.1393, 2.3556], [-5.9900, 4.1893, 1.6046], [-6.4024, 5.4147, 2.2217], [-7.5741, 5.0426, 3.0997], [-7.2291, 3.6308, 3.5238], [-5.5624, 5.8155, 2.7968], [-6.6809, 6.1375, 1.4530], [-7.7206, 5.7287, 3.9356], [-8.4939, 5.0330, 2.5064], [-6.6060, 3.6157, 4.4212], [-8.1229, 3.0234, 3.6650]], "forces_ev_per_angstrom": [[0.33, -0.40, -1.50], [-0.85, -0.77, 1.30], [-0.18, -1.10, 0.50], [-0.48, -0.60, -2.20], [1.44, 1.01, 0.63], [-0.23, 0.70, -1.09], [0.63, -1.20, 0.19], [-0.41, -0.09, -0.30], [-0.70, -0.25, -0.55], [0.44, -0.99, -2.18], [-1.79, -2.27, -1.42], [2.79, 2.87, 2.54], [0.61, 1.44, -0.82], [-1.07, 0.34, -0.43], [1.00, 0.17, 1.14], [0.07, -1.39, -1.53], [0.70, -0.01, -0.12], [-3.38, 1.12, -1.68], [1.05, -1.62, 0.25], [1.12, 0.22, -0.64], [3.01, -0.54, 2.76], [-0.09, 0.76, 0.14], [-0.07, 1.48, 0.36], [0.36, 0.88, -0.16], [0.53, 1.00, 0.65], [-0.32, 0.22, -0.63], [0.35, -0.97, 0.65], [-0.53, 0.63, 0.27], [0.60, -0.32, 0.35], [-0.83, -0.37, 0.02], [-1.56, 0.82, -1.04], [0.64, 1.35, 1.45], [1.03, -0.84, 0.35], [-0.66, -0.46, -0.82], [-1.09, 4.72, -3.28], [0.60, -4.72, 3.16], [-1.18, -1.02, -0.88], [1.26, -0.10, 1.37], [-0.31, 1.88, 0.28], [0.13, -0.74, -1.45], [-0.23, 1.21, 0.90], [-1.35, 0.63, -1.15], [1.78, 0.24, -0.15], [-1.25, -1.28, -0.56], [-1.12, -1.13, 0.87], [-1.20, 1.02, -0.43], [-0.07, 0.58, 1.77], [-1.62, 0.72, -0.85], [1.11, 0.66, 1.38], [1.00, -0.94, -0.52], [-1.35, 1.30, 0.11], [-0.74, -0.06, -0.34], [-0.07, 0.19, 0.68], [0.02, -0.78, 0.82], [1.55, 1.06, 0.45], [-0.25, -0.61, 1.81], [0.37, 1.07, -0.01], [-0.26, -0.33, 1.06], [-1.54, -0.61, -1.16], [1.47, 0.76, -0.92], [-0.87, -1.52, -0.86], [-0.40, -0.87, 1.75], [0.67, 1.08, -0.74], [-0.24, -1.12, -1.52], [-0.55, -1.68, -0.49], [-0.58, -0.06, 1.81], [0.20, 0.81, -1.21], [0.72, -1.78, -0.18], [1.09, -1.24, 0.66], [-1.22, 0.79, 0.83], [1.28, -0.83, -1.50], [-0.94, 0.96, -0.74], [1.66, -0.17, -0.54], [-0.93, -0.58, 1.43], [1.28, 0.48, 1.18], [-1.45, 0.61, 0.56], [0.14, -1.02, -1.24], [1.74, 0.25, 0.31], [-0.90, -1.16, -0.80], [0.80, 1.01, -1.10], [-1.33, 0.91, 0.21], [-0.98, 0.71, 1.42], [1.56, -0.06, 1.30], [0.64, -0.63, -0.25], [-0.95, 0.74, -0.05], [-0.29, 0.48, -0.18], [0.39, -0.60, 0.09], [0.29, -0.13, 0.58], [0.48, -0.05, 0.26], [0.05, 0.05, 0.03], [-0.17, 0.05, -0.19], [0.04, 0.02, -0.13], [-0.07, -0.10, -0.02], [-0.05, 0.15, 0.00], [-0.36, -0.04, -0.14], [0.02, 0.74, -0.28], [0.31, -0.89, 0.16], [-0.06, -0.57, 0.01], [0.03, 0.62, -0.03], [-0.49, 0.32, 0.31], [-0.43, 0.31, -0.04], [-0.02, -0.05, -0.05], [0.20, -0.19, -0.06], [0.06, -0.01, -0.12], [0.10, 0.04, 0.06], [-0.04, -0.15, -0.04], [0.31, -0.19, 0.12]], "mulliken_charge": [-1.085, -0.275, 0.507, -0.382, 0.198, -2.290, 2.147, -0.935, -0.326, -0.273, 0.144, -0.467, 0.028, -0.548, -0.518, -2.053, 1.122, -0.024, -0.404, 0.039, 0.869, -0.915, -0.507, -0.601, -0.677, -0.588, -0.648, 0.936, -0.694, -0.354, -0.329, -0.366, -0.509, -0.547, 0.102, -0.508, -0.126, 0.219, 0.362, 0.328, -0.034, 0.356, -0.044, 0.456, 0.608, 0.448, 0.509, 0.347, 0.498, -0.232, 0.360, 0.278, 0.253, 0.359, 0.554, 0.410, 0.452, 0.373, -0.425, 0.146, 0.591, 0.504, 0.197, 0.105, 0.276, 0.322, 0.297, 0.370, 0.302, 0.237, -0.580, -0.079, 0.300, 0.340, 0.321, 0.080, 0.229, 0.291, 0.205, 0.263, 0.163, 0.157, 0.404, -0.597, 0.484, -0.184, -0.226, -0.623, -0.442, 0.111, 0.357, 0.341, 0.294, 0.241, 0.329, -0.619, 0.510, -0.300, -0.457, -0.506, -0.495, 0.280, 0.300, 0.325, 0.276, 0.278, 0.305]}



- Number 2 is which compound?
  C32H58ClFIN2O10P2